C46H40BaN6O3PS4 | the ωB97M-V functional and the def2-TZVPD basis

XYZ file:
```
101
Properties=species:S:1:pos:R:3:mulliken_charge:R:1
Ba -0.610 -2.027 0.451 1.00
S 0.116 -3.727 3.037 -0.43
S -1.291 -5.212 3.338 -0.16
S -1.257 -6.356 1.725 -0.19
S -1.242 -5.205 0.083 -0.45
C 3.632 0.728 2.268 -1.43
C 3.996 -0.746 2.589 0.45
C 2.774 -1.782 2.705 -0.87
C 4.893 -1.306 1.416 -0.55
C 6.066 -0.477 0.924 -0.48
O 6.181 -1.027 -0.497 -0.49
C 4.898 -1.389 -0.808 0.29
N 4.078 -1.574 0.189 0.06
C 4.686 -1.560 -2.231 0.13
C 5.589 -0.935 -3.088 -0.80
C 5.480 -1.155 -4.492 -0.77
C 4.648 -2.104 -4.953 -0.76
C 3.589 -2.581 -4.126 -1.28
C 3.576 -2.258 -2.782 0.67
P 2.208 -2.865 -1.722 1.90
C 2.745 -4.437 -1.183 0.04
C 2.581 -4.807 0.126 0.60
C 3.062 -5.999 0.657 -0.63
C 3.651 -6.909 -0.226 -0.67
C 3.830 -6.538 -1.576 -0.58
C 3.473 -5.275 -2.043 -0.58
C 0.894 -3.210 -2.962 0.66
C 0.071 -4.354 -2.719 -1.64
C -1.123 -4.537 -3.426 -0.32
C -1.459 -3.715 -4.543 -0.65
C -0.635 -2.631 -4.812 -0.84
C 0.574 -2.430 -4.082 -0.05
H 2.865 1.039 3.000 0.43
H 3.304 1.003 1.236 0.19
H 4.466 1.453 2.493 0.37
H 4.635 -0.870 3.475 0.40
H 3.044 -2.817 2.423 0.32
H 1.973 -1.466 2.037 -0.01
H 2.442 -1.753 3.807 0.37
H 5.326 -2.241 1.733 0.42
H 7.005 -0.676 1.396 0.24
H 5.857 0.600 0.898 0.33
H 6.357 -0.214 -2.771 0.42
H 6.134 -0.570 -5.224 0.27
H 4.639 -2.544 -5.950 0.41
H 2.996 -3.303 -4.590 0.69
H 2.133 -4.162 0.920 0.02
H 3.031 -6.100 1.754 0.38
H 4.026 -7.849 0.103 0.41
H 4.293 -7.223 -2.274 0.43
H 3.704 -4.923 -3.025 0.40
H 0.314 -5.086 -1.985 0.83
H -1.748 -5.419 -3.185 0.42
H -2.311 -3.896 -5.211 0.37
H -0.909 -1.951 -5.632 0.37
H 1.284 -1.610 -4.343 0.31
C -6.446 10.157 1.478 -0.78
O -6.176 9.237 2.495 -0.39
C -6.317 7.885 2.277 0.63
C -6.774 7.270 1.088 -0.18
C -6.984 5.934 0.975 -0.68
C -6.521 5.074 2.005 0.03
C -6.125 5.626 3.240 -0.28
C -5.976 7.002 3.307 -0.48
N -6.356 3.706 1.819 -0.57
N -5.458 3.154 2.500 0.15
C -5.063 1.897 2.110 -0.05
C -5.702 1.183 1.067 -0.35
C -5.158 0.017 0.539 -0.82
C -3.851 -0.488 0.954 0.53
O -3.264 -1.589 0.636 -0.79
C -3.285 0.277 2.066 -0.67
N -1.953 -0.007 2.369 0.30
C -1.246 0.743 3.181 -0.38
C -1.781 1.864 3.830 -0.91
C -3.107 2.190 3.568 -0.42
C -3.840 1.450 2.600 1.02
H -6.754 11.057 2.012 0.28
H -7.343 9.985 0.770 0.27
H -5.626 10.256 0.769 0.34
H -6.878 7.887 0.170 0.22
H -7.508 5.553 0.091 0.40
H -5.720 4.929 3.919 0.43
H -5.719 7.461 4.277 0.31
H -6.654 1.593 0.658 0.36
H -5.784 -0.640 -0.114 0.33
H -0.184 0.503 3.245 0.40
H -1.108 2.503 4.300 0.45
H -3.630 2.973 4.074 0.45
N 3.830 2.155 -3.196 -0.58
C 2.810 1.982 -2.662 0.02
C 1.614 1.790 -1.921 0.50
C 0.975 2.932 -1.330 -0.47
C -0.166 2.721 -0.524 -0.64
C -0.737 1.469 -0.483 -0.53
N -0.100 0.351 -0.973 -0.08
C 1.086 0.522 -1.649 -0.21
H 1.316 3.951 -1.603 0.45
H -0.633 3.610 -0.064 0.45
H -1.703 1.222 -0.061 0.49
H 1.466 -0.372 -2.128 0.48
```

Frontier orbital gap in Ha: 0.1359
ΔE to the lowest compared entry with this formula, charge and spin in eV: 0.368
LUMO level in eV: 0.9
Net charge: -1



C46H40N11SSiTa | the ωB97M-V functional and the def2-TZVPD basis

XYZ file:
```
100
Properties=species:S:1:pos:R:3:mulliken_charge:R:1
Ta 0.055 -0.153 0.590 1.11
C -2.887 3.348 -0.561 -0.81
C -2.166 4.245 -1.352 -0.69
C -0.809 4.074 -1.459 -0.73
C -0.178 2.992 -0.807 -0.08
N -0.902 2.108 -0.089 0.65
C -2.215 2.311 0.050 -0.57
N 1.152 2.918 -1.003 -0.13
C 2.038 2.115 -0.519 -0.35
N 1.939 1.073 0.374 0.41
C 3.207 0.548 0.547 -0.61
N 3.616 -0.351 1.370 -0.15
C 2.949 -0.859 2.435 0.30
C 3.764 -1.555 3.346 -0.84
C 3.236 -2.015 4.527 -0.59
C 1.892 -1.760 4.786 -1.22
C 1.148 -1.103 3.829 -0.22
N 1.631 -0.683 2.658 0.75
C 4.154 1.238 -0.332 0.06
C 5.510 1.086 -0.556 -0.27
C 6.124 1.993 -1.414 -0.75
C 5.405 3.020 -2.016 -0.82
C 4.040 3.169 -1.795 0.17
C 3.429 2.259 -0.954 0.38
H -3.949 3.454 -0.423 0.53
H -2.664 5.060 -1.855 0.47
H -0.175 4.736 -2.028 0.63
H -2.737 1.595 0.673 0.54
H 4.802 -1.682 3.086 0.60
H 3.847 -2.537 5.247 0.48
H 1.429 -2.070 5.707 0.52
H 0.104 -0.893 4.016 0.33
H 6.066 0.292 -0.083 0.58
H 7.183 1.907 -1.611 0.45
H 5.920 3.711 -2.667 0.46
H 3.473 3.971 -2.241 0.57
C 2.845 1.024 -4.875 -0.76
C 3.634 -0.033 -4.442 -0.83
C 3.292 -0.730 -3.308 -0.61
C 2.140 -0.374 -2.581 -0.19
C 1.346 0.689 -3.029 1.06
C 1.703 1.377 -4.171 -0.93
N 1.757 -1.087 -1.455 1.55
N 2.372 -2.179 -1.315 -1.08
C 2.185 -3.033 -0.272 -0.12
C 2.960 -4.202 -0.340 -0.66
C 2.880 -5.118 0.689 -0.61
C 2.031 -4.834 1.748 -1.18
C 1.296 -3.655 1.726 -0.22
N 1.350 -2.765 0.746 0.71
H 3.112 1.551 -5.776 0.48
H 4.511 -0.318 -5.000 0.47
H 3.894 -1.552 -2.958 0.55
H 0.431 0.921 -2.509 -0.15
H 1.089 2.184 -4.535 0.49
H 3.605 -4.349 -1.191 0.56
H 3.465 -6.024 0.668 0.46
H 1.948 -5.506 2.586 0.50
H 0.649 -3.425 2.559 0.43
S -0.256 1.805 2.936 -0.25
C -1.560 2.029 3.964 0.32
N -1.258 2.421 5.250 0.01
C -2.209 2.681 6.159 -0.03
C -3.524 2.550 5.802 -0.96
C -3.779 2.128 4.481 0.14
N -2.839 1.866 3.610 -0.19
H -0.272 2.525 5.471 0.27
H -1.888 2.982 7.144 0.45
H -4.321 2.758 6.494 0.42
H -4.798 1.998 4.140 0.48
N -4.903 0.693 -8.057 -0.42
C -4.393 0.539 -7.045 -0.13
C -3.751 0.339 -5.801 0.56
C -4.097 -0.760 -5.014 -0.92
C -3.453 -0.979 -3.815 -0.51
C -2.465 -0.090 -3.380 -0.02
C -2.138 1.024 -4.166 0.15
C -2.767 1.232 -5.374 -1.09
C -1.789 -0.295 -2.154 0.85
C -1.201 -0.440 -1.097 0.20
H -4.863 -1.440 -5.352 0.50
H -3.706 -1.836 -3.210 0.57
H -1.390 1.722 -3.820 0.43
H -2.506 2.076 -5.995 0.50
C -4.476 -0.733 2.163 -0.98
Si -3.220 -2.015 1.521 -0.14
C -3.341 -3.585 2.599 -1.23
C -3.538 -2.421 -0.312 -1.08
C -1.462 -1.324 1.944 0.61
H -5.432 -1.203 2.362 0.54
H -4.653 0.071 1.459 0.36
H -4.139 -0.286 3.091 0.06
H -4.351 -3.978 2.604 0.38
H -3.070 -3.380 3.631 0.35
H -2.688 -4.376 2.244 0.35
H -4.331 -3.158 -0.398 0.60
H -2.661 -2.820 -0.814 0.42
H -3.861 -1.537 -0.852 0.17
H -0.931 -2.198 2.318 -0.47
H -1.649 -0.709 2.825 -0.37
```

Frontier orbital gap in Ha: 0.2142
ΔE to the lowest compared entry with this formula, charge and spin in eV: 4.026
LUMO level in eV: -7.1
Net charge: +2



C46H42F9N5OPRbS2Si | the ωB97M-V functional and the def2-TZVPD basis

XYZ file:
```
108
Properties=species:S:1:pos:R:3:mulliken_charge:R:1
Rb 0.034 -10.260 23.381 0.94
N 0.600 -7.712 19.385 0.02
C 1.455 -8.679 18.884 -0.83
C 1.741 -9.457 19.989 -0.37
N 1.178 -8.947 21.154 -0.20
C 0.498 -7.862 20.721 0.35
C -0.410 -7.063 21.518 -0.18
N -0.549 -7.184 22.809 -0.15
C -1.274 -6.091 23.245 -0.46
C -1.692 -5.305 22.171 -0.43
N -1.102 -5.928 21.081 -0.08
H 0.093 -6.997 18.884 0.17
H 1.711 -8.810 17.838 0.48
H 2.309 -10.331 20.120 0.73
H -1.399 -5.846 24.277 0.40
H -2.263 -4.413 22.185 0.45
H -1.059 -5.590 20.117 0.18
S -2.778 -9.279 25.410 -0.32
C -3.906 -9.891 24.298 0.29
N -5.275 -9.938 24.329 -0.22
C -5.978 -10.675 23.221 -0.57
C -4.885 -11.137 22.225 -0.45
S -3.292 -10.730 22.867 -0.09
H -5.697 -9.525 25.122 0.20
H -6.629 -9.964 22.750 0.30
H -6.541 -11.523 23.561 0.29
H -5.059 -10.685 21.217 0.27
H -4.899 -12.237 22.097 0.29
F 8.058 -4.690 17.267 -0.26
C 8.341 -4.731 18.644 1.01
F 9.680 -4.577 18.754 -0.25
F 7.736 -3.609 19.248 -0.28
C 7.831 -5.929 19.296 0.09
C 6.629 -5.971 20.020 -0.95
C 6.168 -7.118 20.655 -0.08
C 6.712 -8.361 20.493 0.11
C 7.891 -8.375 19.659 0.35
C 8.498 -7.220 19.186 -1.08
P 5.958 -9.790 21.216 -0.44
C 7.460 -10.733 21.847 0.25
C 8.165 -11.668 21.184 0.48
C 8.943 -12.602 21.854 -0.64
C 9.105 -12.495 23.232 0.14
C 8.671 -11.315 23.854 -0.73
C 7.773 -10.490 23.217 -0.81
C 9.583 -13.659 24.063 0.76
F 9.003 -13.550 25.320 -0.28
F 9.163 -14.908 23.679 -0.24
F 10.924 -13.711 24.217 -0.25
C 5.574 -10.674 19.707 0.66
C 5.403 -12.029 19.862 -0.79
C 5.307 -12.838 18.727 -0.55
C 5.307 -12.250 17.474 0.15
C 5.273 -10.856 17.279 -0.88
C 5.483 -10.078 18.390 -0.38
C 5.421 -13.201 16.320 0.84
F 6.634 -13.587 15.816 -0.29
F 4.812 -12.767 15.164 -0.28
F 4.839 -14.402 16.681 -0.27
H 6.124 -5.061 20.267 0.43
H 5.382 -6.985 21.406 0.35
H 8.353 -9.271 19.290 0.39
H 9.492 -7.348 18.709 0.33
H 8.039 -11.716 20.063 0.24
H 9.287 -13.587 21.433 0.32
H 9.091 -11.032 24.829 0.42
H 7.240 -9.628 23.700 0.32
H 5.239 -12.368 20.885 0.52
H 5.277 -13.906 18.827 0.57
H 5.229 -10.420 16.265 0.43
H 5.566 -8.997 18.359 0.54
C 0.651 -16.295 23.706 -1.63
C 0.493 -15.562 25.033 1.82
C 1.130 -16.454 26.188 -1.33
C -1.023 -15.288 25.182 -1.80
Si 1.495 -13.842 24.942 -1.16
O 0.933 -12.739 23.995 -0.64
C 3.254 -14.394 24.356 0.43
C 3.452 -14.374 22.943 -0.46
C 4.588 -14.856 22.332 -0.52
C 5.617 -15.387 23.177 -0.61
C 5.543 -15.308 24.557 -0.99
C 4.255 -14.906 25.123 0.17
C 1.829 -13.330 26.702 0.97
C 3.077 -12.871 27.031 -0.38
C 3.407 -12.300 28.233 -0.63
C 2.437 -12.175 29.265 -0.50
C 1.220 -12.797 29.026 -0.65
C 0.912 -13.376 27.812 -0.19
H 0.185 -17.266 23.709 0.56
H 1.692 -16.512 23.406 0.35
H 0.096 -15.614 22.951 0.21
H 0.971 -17.533 26.153 0.41
H 0.809 -16.145 27.181 0.32
H 2.228 -16.320 26.269 0.19
H -1.554 -16.244 25.082 0.47
H -1.387 -14.517 24.489 0.29
H -1.244 -15.015 26.249 0.32
H 2.689 -14.054 22.286 0.44
H 4.697 -14.832 21.253 0.65
H 6.526 -15.820 22.712 0.33
H 6.371 -15.489 25.234 0.47
H 4.178 -15.031 26.222 0.39
H 3.850 -12.762 26.255 0.36
H 4.453 -11.985 28.378 0.36
H 2.665 -11.524 30.163 0.31
H 0.528 -12.748 29.833 0.41
H -0.031 -13.871 27.691 0.26
```

Frontier orbital gap in Ha: 0.2428
ΔE to the lowest compared entry with this formula, charge and spin in eV: 0.637
LUMO level in eV: -0.7



C46H43BrFN5O4Re | the ωB97M-V functional and the def2-TZVPD basis

XYZ file:
```
101
Properties=species:S:1:pos:R:3:mulliken_charge:R:1
Re -0.239 0.386 0.009 1.65
O -4.218 4.187 -4.237 -0.72
C -4.371 2.959 -4.156 0.32
O -5.093 2.155 -4.758 -0.72
C -3.463 2.300 -3.080 -1.17
C -3.442 0.930 -2.892 -1.15
C -2.608 0.370 -1.942 0.69
N -1.798 1.138 -1.192 0.74
C -1.895 2.485 -1.291 0.96
C -2.695 3.088 -2.231 -0.78
C -1.148 3.221 -0.262 0.33
C -1.150 4.604 -0.168 -0.45
C -0.430 5.212 0.841 -0.95
C 0.273 4.422 1.737 -1.21
C 0.227 3.052 1.590 -0.36
N -0.479 2.453 0.624 0.47
C -2.660 -1.058 -1.582 0.72
C -3.277 -1.998 -2.396 -1.07
C -3.369 -3.301 -1.949 -1.14
C -2.855 -3.617 -0.701 -1.00
C -2.238 -2.623 0.035 -0.12
N -2.127 -1.364 -0.393 0.87
H -4.121 0.337 -3.489 0.70
H -2.776 4.159 -2.350 0.84
H -1.705 5.189 -0.886 0.58
H -0.415 6.291 0.925 0.49
H 0.855 4.851 2.539 0.59
H 0.773 2.411 2.262 0.28
H -3.654 -1.713 -3.366 0.52
H -3.837 -4.057 -2.565 0.44
H -2.919 -4.618 -0.299 0.54
H -1.818 -2.842 1.004 0.30
C -1.781 1.386 3.959 -1.52
C -2.563 0.293 3.236 0.48
C -3.172 0.778 1.923 -2.39
C -1.851 -1.061 3.141 1.14
C -2.565 -2.099 3.737 -0.87
C -2.057 -3.377 3.841 -1.51
C -0.804 -3.628 3.330 -0.43
C -0.049 -2.653 2.673 0.38
C 1.237 -3.253 2.087 0.73
C 2.463 -2.389 1.827 -1.38
C 0.884 -4.087 0.848 -1.46
C -0.587 -1.346 2.564 -0.86
N 0.195 -0.292 1.939 0.99
C 1.237 0.149 2.773 1.14
C 1.259 -0.051 4.161 -1.24
C 2.326 0.362 4.942 -0.99
C 3.424 0.993 4.378 -0.89
C 3.442 1.201 3.006 -0.96
C 2.372 0.777 2.254 0.60
F 2.427 0.971 0.912 -0.09
H -2.419 2.262 4.093 0.56
H -0.897 1.693 3.412 0.17
H -1.461 1.051 4.945 0.35
H -3.419 0.088 3.883 0.62
H -2.437 0.874 1.130 0.96
H -3.643 1.754 2.061 0.62
H -3.929 0.079 1.563 0.34
H -3.538 -1.880 4.158 0.39
H -2.623 -4.159 4.329 0.39
H -0.386 -4.625 3.415 0.50
H 1.552 -3.974 2.848 0.66
H 2.288 -1.651 1.046 -0.29
H 3.273 -3.044 1.498 0.65
H 2.801 -1.880 2.727 0.28
H 0.508 -3.456 0.047 -0.01
H 0.125 -4.835 1.083 0.48
H 1.771 -4.611 0.484 0.54
H 0.432 -0.564 4.631 0.56
H 2.295 0.180 6.008 0.45
H 4.257 1.311 4.989 0.40
H 4.277 1.669 2.502 0.53
C 2.659 1.669 -4.309 -1.70
C 2.288 2.659 -3.195 1.57
C 3.557 3.252 -2.572 -1.68
C 1.409 3.781 -3.765 -1.58
C 1.526 1.941 -2.166 -0.12
C 0.901 1.310 -1.340 -0.08
H 3.226 2.184 -5.087 0.43
H 1.763 1.238 -4.755 0.35
H 3.271 0.857 -3.914 0.33
H 4.127 3.786 -3.335 0.43
H 4.187 2.466 -2.155 0.33
H 3.307 3.952 -1.774 0.31
H 1.953 4.319 -4.544 0.43
H 1.134 4.492 -2.984 0.29
H 0.493 3.378 -4.199 0.33
Br 5.127 -4.154 -1.200 -0.15
C 3.584 -3.733 -2.207 -0.35
C 3.353 -4.366 -3.419 -0.14
N 2.284 -4.111 -4.166 -0.64
C 1.413 -3.213 -3.720 -0.31
C 1.558 -2.543 -2.510 -0.01
C 2.677 -2.806 -1.735 -0.24
C 0.521 -1.552 -2.093 0.14
O -0.252 -1.070 -2.893 -0.57
O 0.509 -1.295 -0.798 -0.08
H 4.055 -5.101 -3.795 0.40
H 0.551 -3.006 -4.342 0.55
H 2.828 -2.298 -0.795 0.58
```

Frontier orbital gap (spin up / spin down) in Ha: 0.2542 / 0.2240
Expectation value of S²: 3.78
2S+1: 4
ΔE to the lowest compared entry with this formula, charge and spin in eV: 0.000
LUMO level (spin up / spin down) in eV: -1.2 / -2.0